1.
Molecular formula: C21H19BBr24F12N2O3
Method: DFT, the ωB97M-V functional and the def2-TZVPD basis

The value obtained for the frontier orbital gap is 9.9 eV. For the LUMO energy, the calculation gives -0.223 eV. The value obtained for the energy is -64146.41198 a.u. For the highest occupied orbital energy, the calculation gives -10.11 eV.

Each line ends with the Mulliken charge.
Positions of all 82 atoms, in Å:
N: 3.236473 4.615298 -1.137601  -0.58
C: 2.193796 4.098146 -1.001669  -0.68
C: 1.052141 3.177356 -0.800948  0.85
B: 1.157214 2.637056 0.719330  0.65
O: 0.030699 2.516064 1.494532  -0.71
O: 2.402969 2.334623 1.247029  -0.58
C: 0.979939 1.950141 -1.766696  4.25
C: 0.876544 0.734116 -0.918694  -1.87
N: 0.937890 -0.344403 -0.481374  -0.19
C: -0.410570 2.047370 -2.471482  -2.60
C: -1.628829 2.033983 -1.526989  -1.19
C: -2.734090 1.047597 -1.880399  0.54
F: -2.977189 1.208416 -3.204315  -0.31
F: -3.846192 1.449839 -1.228780  -0.32
C: -2.401786 -0.458632 -1.694909  0.93
F: -1.282276 -0.784049 -2.328297  -0.25
F: -3.368544 -1.202069 -2.297122  -0.26
C: -2.368674 -0.968389 -0.222714  0.35
F: -1.494431 -1.983646 -0.177899  -0.21
F: -1.939187 -0.048083 0.654473  -0.35
C: -3.705427 -1.560932 0.308612  0.58
F: -4.747849 -0.761440 0.112413  -0.22
F: -3.553325 -1.697339 1.640523  -0.30
F: -3.960592 -2.762413 -0.177595  -0.24
C: 2.046455 1.846207 -2.873494  -1.66
C: 3.132537 0.774186 -2.800985  -0.23
O: 2.615784 -0.517729 -3.020289  -0.53
C: 4.114949 0.840935 -1.632817  0.59
F: 3.780199 0.088158 -0.577998  -0.22
F: 4.419473 2.069340 -1.259467  -0.21
F: 5.282886 0.287497 -2.081202  -0.32
H: 0.161883 3.781872 -0.812108  0.02
H: -0.013927 1.633347 1.876139  0.33
H: 2.504902 1.376854 1.291282  0.34
H: -0.498426 1.311481 -3.263724  0.91
H: -0.383672 3.009535 -2.983248  0.65
H: -1.384226 1.970752 -0.468601  0.48
H: -2.114365 3.002958 -1.634138  0.66
H: 1.523313 1.610841 -3.798430  0.53
H: 2.549820 2.786262 -3.087108  0.49
H: 3.764761 0.964741 -3.673163  0.47
H: 3.148271 -1.161899 -2.545328  0.42
C: -6.474355 0.206850 -4.565643  -0.35
Br: -5.855950 -1.294204 -5.604367  -0.04
Br: -5.934279 0.063782 -2.724694  0.05
Br: -5.924710 1.884908 -5.339382  -0.05
H: -7.553847 0.186081 -4.587689  0.35
C: -0.980807 7.496843 -0.582096  -0.38
Br: 0.471687 6.307643 -1.032531  0.08
Br: -2.013885 7.978567 -2.135826  -0.02
Br: -2.086802 6.749903 0.807848  -0.03
H: -0.543908 8.405273 -0.193124  0.38
C: -3.138429 -3.039091 4.589480  0.71
Br: -4.934687 -3.384492 5.194858  -0.02
Br: -2.316737 -1.604377 5.577257  -0.01
Br: -2.060745 -4.634407 4.617041  0.00
H: -3.207082 -2.719050 3.560721  -0.58
C: 1.548818 -4.536338 0.564190  -0.44
Br: 0.961331 -4.360281 2.388810  0.00
Br: 0.100006 -5.039467 -0.601973  -0.05
Br: 2.431135 -2.933985 -0.041786  0.07
H: 2.272669 -5.337216 0.532119  0.37
C: -5.713991 -5.240827 8.809922  0.01
Br: -7.500119 -5.613172 9.427420  -0.01
Br: -4.898016 -3.807375 9.801951  0.00
Br: -4.614672 -6.822884 8.812356  0.03
H: -5.792573 -4.912594 7.783413  -0.03
C: 7.743223 2.797968 -2.425505  0.00
Br: 8.650184 1.744228 -3.761226  -0.03
Br: 8.986336 3.751362 -1.305135  -0.02
Br: 6.439681 3.982360 -3.206045  -0.03
H: 7.204856 2.109230 -1.790358  0.05
C: 8.203014 3.374762 -7.862508  -0.35
Br: 6.482659 2.958398 -7.104310  0.01
Br: 9.132098 4.701664 -6.820943  0.00
Br: 9.268234 1.789071 -8.115440  -0.01
H: 8.027122 3.800369 -8.839335  0.35
C: -2.704053 -9.555532 11.213387  -0.19
Br: -4.490952 -9.933038 11.824133  0.00
Br: -1.904500 -8.110443 12.203951  0.01
Br: -1.596892 -11.132344 11.230871  -0.02
H: -2.780385 -9.232095 10.185436  0.18

Cartesian forces (eV/Å) of the 3 atoms listed first:
-2.5 -0.7 0.2
2.4 -0.3 -0.5
1.1 0.8 1.2

***

2.
Molecular formula: C21H19BF4NO
Method: DFT, the ωB97M-V functional and the def2-TZVPD basis

The value obtained for the frontier orbital gap is 6.9 eV. For the LUMO energy, the calculation gives -4.416 eV. The value obtained for the energy is -1365.64489 a.u. The charge is +1. For the highest occupied orbital energy, the calculation gives -11.30 eV.

Each line ends with the Mulliken charge.
Positions of all 47 atoms, in Å:
F: -0.429658 5.946353 -0.853898  -0.30
C: -1.138993 4.794751 -0.612855  0.52
C: -2.392347 4.931022 -0.023553  -0.72
C: -3.084885 3.742536 0.211191  0.46
F: -4.319722 3.824264 0.804175  -0.31
C: -2.587382 2.490398 -0.110858  -0.92
C: -1.295615 2.382991 -0.668918  0.70
C: -0.751291 1.078108 -0.963400  -0.25
C: 0.527506 0.854218 -1.344908  0.02
C: 1.039452 -0.499547 -1.738245  -0.13
C: 2.170088 -0.471461 -2.740361  0.62
C: 2.143585 -1.336274 -3.843285  -0.74
C: 3.202918 -1.270621 -4.749515  0.38
F: 3.138467 -2.057401 -5.881616  -0.30
C: 4.284162 -0.399726 -4.588380  -0.71
C: 4.294416 0.403032 -3.447470  0.22
F: 5.330733 1.295230 -3.262751  -0.30
C: 3.255973 0.382378 -2.515241  -0.61
C: -0.571631 3.569723 -0.962401  -1.13
H: -2.802945 5.897544 0.251927  0.48
H: -3.169568 1.588149 0.076689  0.42
H: -1.453515 0.229421 -0.939284  0.58
H: 1.267630 1.653595 -1.395878  0.01
H: 0.206112 -1.109639 -2.137622  0.43
H: 1.306815 -2.028229 -3.968384  0.41
H: 5.068875 -0.316776 -5.337734  0.47
H: 3.289786 1.021514 -1.626761  0.50
H: 0.397605 3.517947 -1.449586  0.47
C: -3.776792 -1.674632 4.623983  -0.79
O: -2.518532 -2.337743 4.805868  -0.39
C: -1.584006 -2.286155 3.832523  1.13
C: -0.374219 -2.964994 4.096231  -0.80
C: 0.615111 -2.960484 3.161289  -0.25
N: 0.461460 -2.338196 1.963312  -0.15
B: 1.612809 -2.454800 1.086790  0.51
H: 1.431110 -1.008042 -0.880740  -0.31
C: -0.706332 -1.674351 1.688374  -0.33
C: -1.739705 -1.631014 2.591233  -0.41
H: -4.308776 -1.851404 5.560248  0.23
H: -3.628031 -0.597857 4.475240  0.36
H: -4.326617 -2.124239 3.788886  0.36
H: -0.252096 -3.480817 5.035040  0.46
H: 1.557366 -3.451974 3.353218  0.47
H: 2.494341 -1.693906 1.316868  0.02
H: 1.548804 -3.303550 0.262410  0.01
H: -0.764759 -1.176629 0.716946  0.18
H: -2.667705 -1.102714 2.341204  0.45

Cartesian forces (eV/Å) of the 3 atoms listed first:
-0.6 -1.1 0.2
0.5 0.5 -0.2
0.0 -0.7 0.0

***

3.
Molecular formula: C21H19Cl2NO2
Method: DFT, the ωB97M-V functional and the def2-TZVPD basis

The value obtained for the frontier orbital gap is 8.4 eV. For the LUMO energy, the calculation gives 0.606 eV. The value obtained for the energy is -1937.25431 a.u. Its SMILES is Cc1ccc(Cn2ccc(=O)c(OCc3c(Cl)cccc3Cl)c2C)cc1. For the highest occupied orbital energy, the calculation gives -7.79 eV.

Each line ends with the Mulliken charge.
Positions of all 45 atoms, in Å:
C: -5.225397 -3.183615 -0.302016  -1.43
C: -4.492049 -1.906066 -0.032752  0.94
C: -3.780491 -1.261315 -1.035481  -0.90
C: -3.123106 -0.069470 -0.788718  -0.16
C: -3.157073 0.503005 0.474979  0.88
C: -2.465044 1.819421 0.755189  -1.59
N: -1.277913 2.017934 -0.046895  0.27
C: -1.332409 2.820512 -1.134816  -0.02
C: -0.272055 3.007065 -1.947911  -0.79
C: 1.004755 2.374602 -1.716501  0.84
O: 1.982598 2.577436 -2.437671  -0.73
C: 0.998610 1.495758 -0.546779  0.10
O: 2.099951 0.796275 -0.128196  -0.29
C: 3.228713 0.677431 -0.984102  -1.27
C: 4.206158 -0.226399 -0.283726  -0.07
C: 4.838676 0.200566 0.884265  0.60
Cl: 4.496158 1.769275 1.504236  -0.21
C: 5.741513 -0.600358 1.565000  -0.68
C: 6.028137 -1.863382 1.080073  -0.30
C: 5.414169 -2.322150 -0.070523  -0.71
C: 4.509729 -1.508154 -0.736109  0.56
Cl: 3.760750 -2.131158 -2.160987  -0.23
C: -0.117964 1.338790 0.232792  0.84
C: -0.095270 0.437984 1.429185  -1.67
C: -3.864198 -0.139720 1.483319  -0.54
C: -4.524653 -1.326712 1.230646  -0.71
H: -5.105193 -3.879698 0.525535  0.37
H: -6.290998 -2.983350 -0.417254  0.29
H: -4.867133 -3.653737 -1.214184  0.35
H: -3.739376 -1.694298 -2.024304  0.34
H: -2.575248 0.411915 -1.585867  0.41
H: -3.159485 2.637133 0.533146  0.51
H: -2.209472 1.884367 1.816213  0.28
H: -2.277529 3.313867 -1.312774  0.30
H: -0.344063 3.665753 -2.798138  0.44
H: 2.934754 0.261095 -1.951016  0.64
H: 3.687017 1.657789 -1.155771  0.42
H: 6.211326 -0.231297 2.462565  0.41
H: 6.731212 -2.493639 1.601892  0.37
H: 5.626529 -3.306964 -0.455035  0.42
H: 0.833940 -0.122561 1.425034  0.33
H: -0.932054 -0.258274 1.411354  0.33
H: -0.138795 1.015181 2.353074  0.30
H: -3.897282 0.293036 2.473324  0.37
H: -5.070440 -1.813877 2.025725  0.39

Cartesian forces (eV/Å) of the 3 atoms listed first:
-0.1 0.0 0.0
0.0 0.0 0.0
-0.1 0.0 0.1